# 1
Density functional theory data (ωB97M-V/def2-TZVPD) for 13 unconnected molecules or ions with the total composition H26O13 at a distorted geometry.

Summary:
* energy relative to the best compared isomer or geometry (same formula, charge and spin): 52.9 kcal/mol
* E_tot: -27039.6552 eV
* molar mass: 234.2 g mol⁻¹
* strongest force on any atom: 1.90 eV/A

Structure (ORCA input):
```
! RIJCOSX wB97M-V def2-TZVPD def2/J DEFGRID3
* xyz 0 1
O 2.028 -2.114 2.058
H 2.812 -2.458 2.488
H 2.338 -1.352 1.569
O -1.029 1.140 -2.789
H -0.396 1.291 -3.491
H -0.806 1.790 -2.122
O -0.740 3.097 -0.606
H 0.064 3.315 -0.135
H -1.441 3.464 -0.067
O -2.702 -0.526 -1.542
H -2.149 -0.765 -0.799
H -2.169 0.084 -2.052
O -1.983 -1.080 0.772
H -1.382 -1.261 1.494
H -2.192 -0.150 0.860
O 0.009 -2.668 -1.008
H -0.555 -3.280 -1.481
H 0.685 -3.219 -0.615
O -2.903 1.388 0.626
H -3.837 1.328 0.825
H -2.659 2.277 0.883
O 3.062 0.765 1.372
H 2.357 1.253 0.949
H 2.872 0.830 2.308
O -0.271 1.346 2.660
H -0.885 1.561 3.362
H -0.478 1.966 1.961
O -0.388 -1.323 3.176
H 0.361 -1.826 2.856
H -0.223 -0.430 2.875
O 2.279 1.714 -2.323
H 1.948 1.312 -1.520
H 2.365 2.643 -2.109
O 2.149 -3.190 -3.044
H 1.350 -2.869 -2.626
H 2.047 -2.958 -3.967
O 0.453 -0.263 -0.035
H 0.338 -1.080 -0.520
H -0.329 0.250 -0.241
*
```


# 2
Density functional theory data (ωB97M-V/def2-TZVPD) for 13 unconnected molecules or ions with the total composition H26O13.

Summary:
* energy relative to the best compared isomer or geometry (same formula, charge and spin): 51.4 kcal/mol
* E_tot: -27039.7161 eV
* molar mass: 234.2 g mol⁻¹
* strongest force on any atom: 0.71 eV/A

Structure (ORCA input):
```
! RIJCOSX wB97M-V def2-TZVPD def2/J DEFGRID3
* xyz 0 1
O 23.954 5.997 12.467
H 24.402 6.841 12.595
H 24.635 5.343 12.652
O 22.607 7.133 16.245
H 22.330 7.424 15.360
H 21.875 6.602 16.568
O 18.663 6.227 13.151
H 18.687 7.180 13.026
H 19.536 6.003 13.488
O 19.885 1.289 11.067
H 19.443 0.444 10.958
H 20.215 1.292 11.981
O 18.674 3.467 13.783
H 18.764 2.529 13.592
H 19.553 3.817 13.573
O 20.562 2.811 16.204
H 20.575 2.766 15.242
H 20.974 3.653 16.413
O 19.934 3.812 9.810
H 20.586 4.418 10.182
H 20.046 2.973 10.281
O 23.496 1.965 14.296
H 24.009 1.196 14.569
H 24.038 2.724 14.537
O 21.000 1.213 13.642
H 21.927 1.410 13.869
H 20.790 0.390 14.094
O 23.317 3.069 11.595
H 23.851 2.861 10.823
H 23.674 2.520 12.308
O 21.216 4.476 13.193
H 21.779 3.770 12.853
H 21.810 5.222 13.328
O 21.588 6.074 10.697
H 22.408 5.983 11.193
H 21.604 6.978 10.371
O 21.902 7.691 13.620
H 21.543 8.518 13.283
H 22.680 7.506 13.080
*
```


# 3
Density functional theory data (ωB97M-V/def2-TZVPD) for 13 unconnected molecules or ions with the total composition H26O13 at a distorted geometry.

Summary:
* energy relative to the best compared isomer or geometry (same formula, charge and spin): 40.2 kcal/mol
* E_tot: -27040.2033 eV
* molar mass: 234.2 g mol⁻¹
* strongest force on any atom: 3.83 eV/A

Structure (ORCA input):
```
! RIJCOSX wB97M-V def2-TZVPD def2/J DEFGRID3
* xyz 0 1
O -1.525 -1.734 -2.218
H -1.163 -1.087 -1.636
H -2.126 -1.275 -2.797
O -0.655 2.619 0.823
H -1.511 2.189 0.866
H -0.378 2.480 -0.079
O 0.318 3.100 -1.667
H 0.326 2.323 -2.206
H 0.040 3.820 -2.221
O -3.281 1.441 0.055
H -3.688 1.361 0.939
H -3.389 0.556 -0.283
O 3.031 -0.421 1.866
H 3.000 -1.394 1.822
H 2.123 -0.061 1.813
O -1.883 -0.487 2.081
H -1.953 0.211 2.760
H -1.248 -1.109 2.503
O -0.462 -0.154 -0.349
H -0.710 -0.122 0.524
H 0.480 0.072 -0.377
O -3.723 -1.303 -0.376
H -4.322 -1.708 -0.964
H -2.943 -1.879 -0.363
O 1.028 -2.225 0.475
H 0.205 -1.819 0.185
H 0.776 -2.410 1.396
O 2.237 0.857 -0.482
H 2.979 0.303 -0.510
H 2.477 1.596 0.025
O 1.027 1.461 2.528
H 0.935 1.917 3.357
H 0.334 1.877 1.916
O 1.458 -1.117 -2.856
H 0.638 -0.686 -2.692
H 1.996 -1.222 -2.098
O 3.272 -1.813 -0.950
H 3.826 -1.991 -0.178
H 2.452 -2.167 -0.633
*
```


# 4
Density functional theory data (ωB97M-V/def2-TZVPD) for a molecular structure, H27O13 at a distorted geometry.

Summary:
* energy relative to the best compared isomer or geometry (same formula, charge and spin): 110.7 kcal/mol
* E_tot: -27046.2726 eV
* molar mass: 235.2 g mol⁻¹
* strongest force on any atom: 5.14 eV/A

Structure (ORCA input):
```
! RIJCOSX wB97M-V def2-TZVPD def2/J DEFGRID3
* xyz 1 1
O 3.627 0.644 -0.964
H -3.899 0.919 -0.638
H -1.381 1.656 0.420
O 1.684 1.298 -3.122
H -2.947 1.367 -1.564
H -1.840 0.272 2.703
O -0.301 -0.520 -2.497
H 2.583 1.249 -3.064
O -2.596 0.941 2.616
H -0.448 2.869 -0.699
H -3.366 0.412 2.943
O -1.512 2.526 -0.074
H 3.768 0.372 -1.929
H -1.097 -0.462 -0.710
O -0.946 -0.340 0.230
H 1.246 0.469 -3.252
H -1.189 -1.049 0.898
O 2.338 1.436 1.139
H 1.372 2.567 -1.941
H 2.709 0.868 0.293
O -3.008 -1.624 1.694
H -2.883 -1.143 0.936
H -1.734 3.271 0.495
O 0.347 -2.906 2.063
H -0.694 -3.430 -0.229
H 0.376 -3.754 2.627
O 4.222 -0.730 1.592
H 3.711 -0.216 2.180
H 3.950 -1.543 1.355
O -2.966 0.797 -0.857
H -3.868 -2.079 1.641
H 4.137 0.045 -0.476
O -1.701 -3.150 -0.520
H 1.020 -2.447 2.497
H 2.601 0.830 1.892
O 0.939 3.056 -1.112
H -1.278 -0.689 -2.264
H 1.587 2.689 -0.363
H -2.071 -4.027 -0.567
H -0.490 -0.443 -3.373
*
```


# 5
Density functional theory data (ωB97M-V/def2-TZVPD) for 13 unconnected molecules or ions with the total composition H27O13 at a distorted geometry.

Summary:
* energy relative to the best compared isomer or geometry (same formula, charge and spin): 76.7 kcal/mol
* E_tot: -27047.7463 eV
* molar mass: 235.2 g mol⁻¹
* strongest force on any atom: 2.72 eV/A

Structure (ORCA input):
```
! RIJCOSX wB97M-V def2-TZVPD def2/J DEFGRID3
* xyz 1 1
O 3.249 -1.447 -0.649
H 0.319 -1.054 0.753
H 1.011 2.367 1.042
O 3.514 1.048 0.182
H 3.677 0.773 -0.737
H -4.248 1.093 -1.753
O -1.634 -0.637 0.076
H 1.339 -4.182 -0.044
O -3.314 0.948 -1.917
H -1.229 -1.675 -3.546
H -3.092 1.322 -2.775
O -2.173 -1.634 -3.367
H 2.409 -1.899 -0.658
H 2.134 1.558 -0.088
O -0.884 4.322 -0.337
H 0.028 4.119 -0.530
H -1.208 4.089 0.515
O 2.405 -2.057 1.912
H 1.970 -1.473 2.547
H 2.251 -2.881 2.392
O 0.688 -3.648 -0.493
H -0.179 -3.609 -0.094
H -2.120 -1.692 -2.406
O -1.613 -1.885 3.141
H -1.766 -2.798 2.864
H -2.515 -1.599 3.347
O -1.068 0.809 -3.419
H -0.152 0.866 -3.087
H -0.898 0.547 -4.330
O 0.549 -0.399 1.433
H 0.934 0.837 0.464
H 3.579 -1.487 0.279
O -0.796 3.032 2.075
H -0.053 -0.505 2.188
H -0.131 3.722 1.942
O 1.088 1.857 0.187
H -1.940 -0.114 0.844
H 3.669 0.234 0.667
H -1.531 3.666 2.005
H -2.265 -0.531 -0.625
*
```


# 6
Density functional theory data (ωB97M-V/def2-TZVPD) for a molecular structure, H28HeO14 at a distorted geometry.

Summary:
* energy relative to the best compared isomer or geometry (same formula, charge and spin): 12.3 kcal/mol
* E_tot: -29199.7180 eV
* molar mass: 256.2 g mol⁻¹
* strongest force on any atom: 1.14 eV/A

Structure (ORCA input):
```
! RIJCOSX wB97M-V def2-TZVPD def2/J DEFGRID3
* xyz 0 1
He -0.198 0.211 -0.392
O -0.311 -1.821 3.132
H -0.338 -2.417 3.880
H 0.131 -2.319 2.444
O -1.337 3.533 1.953
H -0.750 3.056 2.540
H -1.320 3.031 1.138
O 2.214 -0.803 -2.085
H 2.235 -0.231 -1.318
H 3.023 -0.604 -2.556
O 0.575 2.462 -2.498
H 0.558 3.379 -2.774
H 1.364 2.387 -1.962
O -1.443 -0.423 -4.285
H -2.097 -0.897 -4.798
H -1.015 -1.097 -3.758
O -2.991 0.093 -0.161
H -3.719 0.232 0.444
H -2.593 0.958 -0.262
O 2.634 3.078 -0.916
H 3.241 2.851 -1.620
H 2.487 2.254 -0.451
O -1.548 2.377 -0.627
H -1.980 3.127 -1.034
H -0.749 2.253 -1.138
O -0.039 -2.404 -3.183
H 0.680 -1.911 -2.788
H -0.144 -3.170 -2.619
O 3.180 0.447 0.384
H 2.722 0.273 1.207
H 4.063 0.705 0.652
O 1.861 0.133 2.939
H 2.461 -0.499 3.335
H 1.038 -0.345 2.842
O -1.932 -2.538 0.505
H -2.617 -3.072 0.103
H -2.146 -1.641 0.251
O -2.288 0.328 3.585
H -1.794 -0.340 3.110
H -3.114 0.402 3.107
O 0.894 -3.387 1.102
H -0.024 -3.547 0.882
H 1.128 -4.104 1.691
*
```


# 7
Density functional theory data (ωB97M-V/def2-TZVPD) for 15 unconnected molecules or ions with the total composition H28NO17 at a distorted geometry.

Summary:
* energy relative to the best compared isomer or geometry (same formula, charge and spin): 36.4 kcal/mol
* E_tot: -36751.3262 eV
* molar mass: 314.2 g mol⁻¹
* strongest force on any atom: 5.27 eV/A

Structure (ORCA input):
```
! RIJCOSX wB97M-V def2-TZVPD def2/J DEFGRID3
* xyz -1 1
N -0.227 -0.223 -0.182
O -1.415 0.110 0.167
O 0.550 0.696 -0.431
O 0.221 -1.340 0.212
O 0.730 -4.048 0.038
H -0.104 -4.499 0.131
H 0.594 -3.078 0.121
O 1.046 3.517 0.334
H 1.191 3.228 -0.549
H 0.313 3.012 0.763
O 1.914 1.181 -3.726
H 1.181 0.723 -3.300
H 2.684 0.637 -3.459
O -0.609 2.165 2.304
H -1.093 1.877 3.058
H 0.029 1.490 2.072
O -3.809 1.018 -1.178
H -3.893 1.347 -2.065
H -3.253 1.756 -0.806
O 1.499 -0.167 2.520
H 1.520 -0.959 1.984
H 0.903 -0.386 3.233
O -0.821 -2.905 -2.341
H -1.729 -2.664 -2.617
H -0.670 -3.060 -1.433
O -1.643 -0.931 2.842
H -0.961 -0.992 2.162
H -1.179 -0.670 3.653
O -2.339 2.865 0.125
H -1.803 2.092 -0.033
H -2.196 3.156 1.010
O -3.452 -1.716 0.227
H -2.734 -1.141 0.236
H -3.585 -1.955 1.150
O 2.731 -2.352 1.343
H 1.992 -2.977 1.391
H 3.182 -2.637 2.141
O -0.904 2.330 -2.284
H -0.321 1.759 -1.805
H -0.905 3.173 -1.847
O 2.789 -1.014 -1.680
H 2.167 -0.577 -1.118
H 3.396 -1.352 -1.031
O 3.214 1.243 -0.123
H 3.515 0.812 -0.955
H 2.283 1.458 -0.251
*
```


# 8
Density functional theory data (ωB97M-V/def2-TZVPD) for 14 unconnected molecules or ions with the total composition H28O14 at a distorted geometry.

Summary:
* energy relative to the best compared isomer or geometry (same formula, charge and spin): 53.0 kcal/mol
* E_tot: -29119.3545 eV
* molar mass: 252.2 g mol⁻¹
* strongest force on any atom: 4.57 eV/A

Structure (ORCA input):
```
! RIJCOSX wB97M-V def2-TZVPD def2/J DEFGRID3
* xyz 0 1
O -0.888 -0.845 -2.688
H -1.745 -1.248 -2.505
H -0.364 -1.451 -2.211
O -0.485 3.393 0.598
H -0.494 4.261 1.035
H 0.244 3.109 1.082
O -2.022 0.606 -0.034
H -1.955 1.131 0.751
H -2.246 1.234 -0.752
O 0.870 1.642 3.128
H 1.441 1.344 2.501
H 0.043 1.178 2.914
O 3.118 0.616 1.689
H 3.115 -0.242 1.151
H 3.883 0.499 2.292
O 0.712 -1.500 3.456
H 0.380 -1.633 2.616
H -0.116 -1.383 3.862
O -3.263 -1.415 -1.678
H -4.101 -1.503 -1.236
H -2.791 -0.749 -1.114
O 2.962 -1.728 0.276
H 2.032 -1.426 0.257
H 3.352 -1.547 -0.597
O 3.320 0.884 -2.450
H 3.559 -0.077 -2.405
H 2.439 0.970 -2.118
O -3.027 -1.629 1.549
H -3.599 -2.328 1.719
H -2.332 -1.875 0.947
O 0.370 -0.276 0.046
H -0.482 0.012 -0.333
H 0.965 0.466 0.185
O 0.992 1.953 -1.796
H 0.255 1.457 -2.017
H 1.405 2.166 -2.682
O -1.757 1.726 -2.531
H -1.318 0.858 -2.544
H -2.503 1.362 -3.018
O -0.355 -2.776 0.992
H -0.036 -1.921 0.627
H 0.421 -3.318 1.035
*
```